{"formula": "C56H128AsF6N7O", "method": "the ωB97M-V functional and the def2-TZVPD basis", "gap_ev": [3.4, 10.6], "s2": 0.75, "spin_multiplicity": 2, "total_charge": 5, "elements": ["As", "F", "F", "F", "F", "F", "F", "C", "C", "N", "C", "C", "C", "C", "C", "O", "C", "H", "H", "H", "H", "H", "H", "H", "H", "H", "H", "H", "H", "H", "H", "H", "H", "H", "H", "H", "H", "C", "C", "C", "N", "C", "C", "C", "C", "C", "H", "H", "H", "H", "H", "H", "H", "H", "H", "H", "H", "H", "H", "H", "H", "H", "H", "H", "C", "C", "C", "N", "C", "C", "C", "C", "C", "H", "H", "H", "H", "H", "H", "H", "H", "H", "H", "H", "H", "H", "H", "H", "H", "H", "H", "C", "C", "C", "N", "C", "C", "C", "C", "C", "H", "H", "H", "H", "H", "H", "H", "H", "H", "H", "H", "H", "H", "H", "H", "H", "H", "H", "C", "C", "C", "N", "C", "C", "C", "C", "C", "H", "H", "H", "H", "H", "H", "H", "H", "H", "H", "H", "H", "H", "H", "H", "H", "H", "H", "C", "C", "C", "N", "C", "C", "C", "C", "C", "H", "H", "H", "H", "H", "H", "H", "H", "H", "H", "H", "H", "H", "H", "H", "H", "H", "H", "C", "C", "C", "N", "C", "C", "C", "C", "C", "H", "H", "H", "H", "H", "H", "H", "H", "H", "H", "H", "H", "H", "H", "H", "H", "H", "H"], "coordinates": [[1.54981, -0.26910, -0.53240], [0.13588, 0.81742, -0.16380], [2.44332, 0.52821, 0.84648], [2.98310, -1.36566, -0.77237], [0.63501, -0.96452, -1.85675], [2.32859, 0.94012, -1.60048], [0.79366, -1.50702, 0.59078], [-5.53657, -0.61855, 4.41139], [-5.63081, 0.31710, 3.13277], [-6.00764, 1.86430, 3.50292], [-7.30972, 2.00882, 4.41013], [-4.95100, 2.51051, 4.46219], [-5.05409, 4.08275, 4.60285], [-6.26386, 2.62844, 2.17701], [-5.08084, 3.00033, 1.35426], [-4.39864, 1.86727, 0.82396], [-3.09040, 2.04204, 0.25682], [-5.61103, -1.64982, 4.06637], [-6.40550, -0.41237, 5.03634], [-4.74805, -0.39964, 5.13140], [-6.41698, -0.02758, 2.46102], [-4.64574, 0.35702, 2.66787], [-7.73892, 3.01066, 4.39633], [-7.14990, 1.85541, 5.47738], [-8.03166, 1.30450, 3.99679], [-3.92499, 2.27636, 4.17833], [-5.19146, 2.07235, 5.43085], [-4.86192, 4.74884, 3.76173], [-4.33102, 4.42046, 5.34530], [-6.02904, 4.45022, 4.92309], [-6.82854, 3.53653, 2.38822], [-7.02613, 2.02874, 1.67961], [-4.40081, 3.60606, 1.95321], [-5.48030, 3.64439, 0.57087], [-2.47387, 1.14526, 0.31823], [-2.31288, 2.71923, 0.61031], [-3.26311, 2.22047, -0.80452], [2.22745, 0.40898, 8.75270], [1.79363, 0.95635, 7.42003], [1.40792, -0.13989, 6.37576], [1.05335, 0.32323, 5.00230], [2.29084, 0.70127, 4.25702], [-0.04004, 1.47305, 4.95674], [-0.69835, 1.43874, 3.54934], [-0.84407, -0.07934, 3.47135], [0.27797, -0.77008, 4.23279], [2.20186, 1.15575, 9.54629], [3.11880, -0.21637, 8.70233], [1.54662, -0.35846, 9.12094], [2.37462, 1.78531, 7.01582], [0.87269, 1.45066, 7.72928], [0.55375, -0.69680, 6.76091], [2.17614, -0.90878, 6.29368], [1.86526, 0.88977, 3.27141], [2.93668, -0.16928, 4.37170], [2.67388, 1.60799, 4.72525], [0.64007, 2.28201, 5.22347], [-0.78752, 1.31938, 5.73506], [-0.11250, 1.81888, 2.71246], [-1.60736, 2.04014, 3.53834], [-0.71612, -0.20824, 2.39659], [-1.81891, -0.45957, 3.77667], [0.95142, -1.17690, 3.47843], [-0.12105, -1.59810, 4.81867], [3.66543, -5.26327, -3.69953], [3.63490, -4.20871, -4.76119], [4.91692, -3.35296, -4.76210], [4.64717, -1.85781, -5.21335], [3.80098, -1.82305, -6.57608], [3.89168, -1.06489, -4.07014], [4.75400, 0.26435, -4.05389], [5.61070, 0.29089, -5.30530], [5.95767, -1.12479, -5.52718], [2.69425, -5.72843, -3.53060], [3.87945, -4.75263, -2.76063], [4.35241, -6.07688, -3.93232], [2.79510, -3.56946, -4.48881], [3.50031, -4.66878, -5.74015], [5.72349, -3.57808, -5.45985], [5.38768, -3.13602, -3.80322], [4.51788, -2.25923, -7.27173], [3.55913, -0.77330, -6.74233], [3.01142, -2.57159, -6.50997], [2.91048, -0.75364, -4.42858], [3.78890, -1.60835, -3.13089], [4.30484, 1.25457, -3.97767], [5.44588, 0.14360, -3.22032], [5.03435, 0.66824, -6.15002], [6.51818, 0.87346, -5.14662], [6.47987, -1.26812, -6.47315], [6.63348, -1.45519, -4.73836], [-2.82243, -0.70788, -2.52602], [-4.25464, -0.68007, -1.90682], [-5.22232, 0.05690, -2.85968], [-6.74918, -0.10011, -2.47810], [-6.82970, 0.14644, -0.96272], [-7.38184, -1.53336, -2.62170], [-8.81414, -1.23780, -3.06244], [-8.72063, 0.04311, -3.91788], [-7.60791, 0.84366, -3.32574], [-2.78810, -1.22945, -3.48252], [-2.16289, -1.24101, -1.84127], [-2.48065, 0.32628, -2.48383], [-4.26249, -0.32689, -0.87565], [-4.73787, -1.64958, -1.78586], [-5.03348, -0.21896, -3.89716], [-5.09003, 1.13832, -2.89342], [-6.26534, 1.04086, -0.69890], [-6.40285, -0.74119, -0.49581], [-7.89061, 0.21877, -0.72323], [-7.23350, -2.19280, -1.76659], [-6.91590, -1.86581, -3.54933], [-9.37861, -1.07524, -2.14427], [-9.21783, -2.07328, -3.63438], [-9.66844, 0.57997, -3.87858], [-8.58009, -0.12413, -4.98576], [-7.98563, 1.71077, -2.78394], [-7.06815, 1.24239, -4.18468], [6.51467, 2.89267, -2.02335], [6.90800, 2.39209, -0.59016], [6.59971, 0.84812, -0.45173], [7.20859, 0.11072, 0.76880], [8.71715, -0.17945, 0.55468], [6.34879, -1.05351, 1.19281], [5.09788, -0.61287, 1.97476], [5.57206, 0.67709, 2.63620], [7.01919, 0.96782, 2.09328], [7.26972, 3.60376, -2.35851], [5.54489, 3.38726, -1.96835], [6.52675, 2.22032, -2.88119], [6.53829, 3.07105, 0.17823], [7.98831, 2.52628, -0.53501], [6.80791, 0.35149, -1.39942], [5.52809, 0.75248, -0.27686], [9.01852, -1.22466, 0.62417], [9.36113, 0.40866, 1.20853], [8.81168, 0.20848, -0.45955], [6.88597, -1.60960, 1.96113], [6.09580, -1.77439, 0.41536], [4.82936, -1.47974, 2.57854], [4.28184, -0.59763, 1.25232], [5.54538, 0.67505, 3.72587], [4.99599, 1.54710, 2.32103], [7.87053, 0.66517, 2.70297], [7.12754, 2.04153, 1.93994], [-2.08358, -4.55217, -2.52036], [-1.70174, -4.17521, -1.12109], [-1.22350, -5.36079, -0.36911], [-0.59499, -5.03616, 1.02115], [0.82238, -4.51523, 0.91249], [-1.59619, -4.32857, 2.02203], [-0.99770, -4.60055, 3.42003], [-0.18362, -5.93565, 3.29092], [-0.45301, -6.45141, 1.80173], [-2.24977, -3.67490, -3.14556], [-3.02585, -5.07437, -2.35444], [-1.28799, -5.10981, -3.01451], [-2.52598, -3.67235, -0.61524], [-0.94784, -3.42948, -1.37330], [-0.37562, -5.83901, -0.85952], [-1.98891, -6.12255, -0.22089], [0.97458, -3.85228, 0.06077], [1.59862, -5.28042, 0.90695], [0.91628, -3.98350, 1.85935], [-1.80821, -3.28331, 1.79713], [-2.53018, -4.82086, 1.75110], [-0.30312, -3.84585, 3.78893], [-1.81422, -4.82702, 4.10566], [0.86236, -5.85126, 3.58571], [-0.75865, -6.61271, 3.92261], [0.32989, -7.05323, 1.34023], [-1.46094, -6.86618, 1.81377], [3.03164, 4.25566, -0.00826], [1.64836, 4.15156, -0.66223], [1.77148, 4.43802, -2.16611], [0.41879, 4.17140, -2.90130], [-0.85899, 4.76614, -2.16339], [0.27358, 2.70620, -3.30225], [-0.72058, 2.74004, -4.50834], [-0.48128, 4.06036, -5.19703], [0.49076, 4.84603, -4.26456], [3.73979, 5.01854, -0.33175], [3.60224, 3.34101, -0.16929], [2.97000, 4.22780, 1.07964], [0.95953, 4.87834, -0.23164], [1.23502, 3.16245, -0.46494], [2.57877, 3.77659, -2.48057], [2.09193, 5.47224, -2.29177], [-0.87460, 4.20434, -1.22946], [-1.71408, 4.59191, -2.81651], [-0.59998, 5.82486, -2.15248], [-0.16580, 2.04521, -2.55515], [1.28248, 2.43885, -3.61648], [-1.78300, 2.68282, -4.27153], [-0.55350, 1.89855, -5.18071], [-1.41971, 4.61361, -5.23414], [-0.19721, 3.88970, -6.23543], [0.43224, 5.93442, -4.25563], [1.49357, 4.59378, -4.60931]], "forces_ev_per_angstrom": [[0.5, -0.1, 1.0], [-1.5, 1.3, 0.2], [0.7, 0.8, 1.5], [1.1, -1.0, -0.4], [-1.1, -1.0, -2.0], [0.6, 1.3, -1.4], [-0.7, -1.0, 1.2], [-1.3, 1.6, -0.6], [0.3, 0.8, 2.5], [-0.1, 0.3, 1.3], [0.0, -0.7, -1.3], [-0.3, 1.5, -0.8], [-0.4, -0.3, 0.0], [-0.9, -0.7, 1.2], [1.0, -0.1, -0.2], [0.5, 0.0, 0.9], [0.1, -0.6, -1.2], [0.4, 0.1, 0.3], [-0.4, -0.4, -0.2], [0.6, -0.2, -0.7], [0.1, 0.2, 0.0], [-0.4, 0.3, -0.3], [0.4, 0.1, -0.7], [0.5, -0.6, -0.3], [-0.1, 0.1, 0.2], [-0.2, -0.4, -0.3], [0.4, 0.0, -0.2], [0.3, -0.7, -0.6], [-0.1, -0.3, 0.2], [-0.1, -0.4, 0.4], [0.4, 0.2, 0.4], [0.3, -0.3, -0.3], [0.1, 0.1, 0.0], [0.1, 0.1, -0.3], [-0.7, -0.7, 0.1], [-0.9, 1.0, 0.8], [0.3, 0.3, -0.2], [0.4, -1.5, 0.3], [-1.7, 0.3, -0.4], [-0.1, 0.1, 1.4], [-2.6, -0.8, 0.2], [-1.6, 0.2, 0.2], [2.3, 0.8, -0.1], [0.9, -0.2, 2.0], [-0.7, 0.2, -1.8], [0.6, 0.1, -1.1], [0.6, 0.1, -0.3], [0.6, 0.7, 0.2], [-0.7, 0.1, -0.2], [0.6, -0.4, 0.0], [-0.4, 0.2, -0.6], [-0.2, 0.2, 0.1], [0.3, 0.2, -0.3], [1.2, 0.0, -0.5], [0.2, 0.4, -0.6], [0.3, -0.2, -0.2], [-0.8, 0.7, -0.1], [0.3, -0.3, 0.0], [0.4, -0.1, 0.3], [-0.2, -0.3, 0.2], [-0.2, -1.0, -0.1], [0.0, 0.2, 0.1], [0.2, -0.2, 0.2], [0.4, 0.4, 0.6], [0.0, -0.5, 0.7], [0.6, 0.5, -0.1], [0.0, 2.3, -0.9], [-1.7, -0.9, -1.2], [1.8, -1.0, 1.8], [0.9, 2.1, -2.1], [0.6, -0.6, 0.9], [-0.3, 0.4, 0.1], [0.1, -0.6, 1.3], [-0.1, 0.0, -0.4], [0.4, -0.4, 0.2], [0.2, 0.2, 0.3], [-0.1, 0.3, -0.4], [-0.2, 0.2, -0.1], [-0.2, -0.9, 0.0], [-0.2, -0.7, 0.3], [-0.1, 0.5, -0.4], [-0.3, -0.5, -0.3], [-0.4, 0.8, 0.2], [-0.1, -0.7, -0.1], [0.3, 0.0, -0.2], [-0.8, -0.5, 0.5], [-0.1, 0.3, 0.2], [0.3, 0.3, -0.1], [-0.2, 0.2, -0.3], [-0.8, -0.8, -0.2], [0.2, 0.0, 0.0], [-1.0, -0.3, 1.6], [-0.6, -0.4, -1.0], [-0.6, 0.3, 0.7], [1.0, -0.4, 1.3], [-0.3, 0.2, -1.2], [0.3, 1.2, -2.7], [0.2, 0.1, 0.5], [-1.4, -0.8, 0.2], [0.3, 0.5, -0.5], [0.0, 0.5, -0.1], [0.1, 0.0, 0.0], [0.3, -0.1, -0.7], [0.2, 0.7, -0.2], [0.5, -0.7, -0.3], [-0.5, -0.6, 0.0], [0.1, 0.1, 0.4], [-0.2, 0.0, 0.0], [0.0, 0.3, 0.1], [0.1, 0.1, 0.1], [0.1, 0.4, -0.2], [0.5, -0.7, 0.4], [-0.6, 0.0, -0.3], [-0.1, 0.0, 0.3], [0.0, 0.0, 0.2], [0.3, -0.4, 0.1], [0.3, -0.3, 0.6], [0.8, 0.0, 0.5], [0.2, 0.6, 0.6], [1.2, -1.4, -1.4], [-1.1, 1.3, 1.2], [-0.3, 1.1, 1.4], [-0.9, 0.7, -0.9], [0.1, -1.6, 0.7], [0.5, -0.5, -1.7], [0.5, 0.6, -0.4], [-0.2, -0.3, -0.2], [-0.2, 0.5, 0.3], [0.0, 0.0, -0.3], [-0.2, -0.8, 0.6], [-0.6, -0.4, 0.0], [0.2, -0.2, 0.1], [0.5, -0.3, 0.4], [-0.2, -0.1, -0.2], [-0.6, 0.0, 0.0], [-0.4, 0.1, 0.1], [0.8, -0.4, 0.1], [0.8, 0.1, -0.4], [0.3, 0.4, -0.4], [0.2, 0.3, 0.6], [-0.3, 1.0, 0.3], [0.3, -0.1, 0.0], [-0.4, -0.2, 0.0], [-0.4, -0.2, 0.3], [0.2, -0.3, -0.5], [-1.2, -0.3, -0.1], [0.8, 1.5, -0.6], [1.5, 0.0, 1.4], [-0.7, -2.5, 0.1], [-0.6, 0.9, 0.8], [1.4, -0.1, -1.0], [0.1, -1.1, -0.9], [-1.5, -0.6, -1.2], [0.0, 2.9, 1.3], [-0.2, 0.0, 0.2], [0.0, -0.6, -1.2], [-0.3, -0.4, 0.1], [-0.1, 0.0, 0.1], [0.6, 0.2, 1.3], [-0.2, -0.1, -0.3], [-0.1, 0.1, 0.1], [-0.4, 0.2, 0.3], [-0.6, -0.5, -0.1], [0.6, 0.4, -0.4], [0.8, 0.1, -0.2], [0.0, -0.4, 0.7], [-0.6, 0.4, -0.1], [0.1, 0.6, 0.2], [-0.2, -0.1, -0.1], [0.9, -0.4, 0.2], [-0.3, 0.1, 0.0], [0.3, -0.3, -0.4], [0.5, -1.1, 0.4], [0.2, 0.7, -0.1], [-1.0, -0.5, 1.6], [-0.3, 0.8, -0.4], [2.5, -1.1, -1.2], [-1.4, 0.3, -0.8], [0.5, -0.4, 0.2], [-0.6, 1.3, 0.4], [0.9, -1.4, -1.3], [-0.6, 0.6, 0.0], [-0.2, -0.4, -0.5], [-0.2, 0.6, 0.0], [0.1, 0.1, 0.2], [0.1, -0.2, -0.2], [-0.5, -0.2, -0.9], [-0.4, 0.0, -0.4], [-0.4, 0.6, 0.0], [0.1, -0.1, 0.2], [-0.5, -0.1, 0.7], [0.8, 0.3, 0.6], [-0.3, -0.5, 0.2], [0.1, -0.2, 0.7], [0.2, 0.0, 0.2], [0.0, 0.0, -0.2], [0.6, 0.6, 0.2], [-0.4, -0.2, 0.4], [0.2, 0.2, 0.0]]}